Entry 1:
C25H61N4O11 | ωB97M-V/def2-TZVPD

Last column: Mulliken charge in e.
Element x y z (Å)
C (-1.24, -2.17, -0.85)  0.741
O (-1.17, -3.07, -0.08)  -0.958
O (-0.59, -1.03, -0.49)  -0.041
O (-1.80, -2.08, -1.89)  -0.717
H (-0.35, -1.13, 0.40)  -0.178
C (-6.02, -4.37, -5.98)  -0.839
O (-5.40, -4.51, -4.76)  -0.301
C (-4.13, -3.95, -4.63)  -0.570
C (-3.40, -4.67, -3.47)  -0.397
N (-1.94, -4.51, -3.61)  -0.370
C (-1.18, -5.38, -2.79)  -0.362
C (0.32, -5.03, -2.94)  -0.294
O (1.09, -6.13, -2.20)  -0.356
C (2.17, -5.60, -1.50)  -0.374
H (-5.39, -4.78, -6.47)  0.495
H (-6.24, -3.30, -6.20)  0.247
H (-7.08, -4.82, -6.12)  0.193
H (-4.24, -2.81, -4.57)  0.319
H (-3.44, -4.06, -5.56)  0.336
H (-3.49, -5.68, -3.72)  0.388
H (-3.76, -4.25, -2.45)  0.162
H (-1.78, -3.66, -3.48)  0.397
H (-1.40, -6.51, -3.04)  0.358
H (-1.27, -5.48, -1.69)  0.103
H (0.42, -4.08, -2.51)  0.142
H (0.90, -5.07, -4.04)  0.183
H (2.97, -5.21, -2.28)  0.263
H (2.83, -6.37, -1.01)  0.323
H (1.96, -5.02, -0.70)  0.000
C (-2.33, 10.06, 1.62)  -0.913
O (-1.40, 9.18, 1.60)  -0.245
C (-1.80, 7.87, 1.65)  -0.581
C (-0.45, 7.04, 1.59)  -0.437
N (-0.75, 5.59, 1.90)  -0.241
C (0.36, 4.85, 1.85)  -0.477
C (0.01, 3.31, 1.91)  -0.534
O (1.11, 2.61, 2.15)  -0.559
C (0.78, 1.15, 2.28)  -0.704
H (-1.71, 10.82, 2.12)  0.270
H (-3.06, 9.94, 2.34)  0.424
H (-2.68, 10.35, 0.66)  0.279
H (-2.40, 7.71, 0.86)  0.412
H (-2.46, 7.57, 2.53)  0.334
H (0.22, 7.54, 2.32)  0.305
H (-0.03, 7.23, 0.53)  0.219
H (-1.34, 5.19, 1.13)  0.269
H (0.96, 4.96, 2.82)  0.169
H (0.88, 5.10, 0.89)  0.226
H (-0.32, 2.94, 0.99)  0.157
H (-0.86, 3.01, 2.51)  0.534
H (0.20, 0.74, 1.44)  0.205
H (0.25, 0.86, 3.16)  0.620
H (1.73, 0.47, 2.36)  -0.048
C (6.70, 0.23, 1.54)  -1.068
O (5.79, 0.57, 0.78)  -0.304
C (5.04, 1.66, 0.97)  -1.138
C (3.97, 1.68, -0.11)  -0.223
N (2.96, 2.77, 0.07)  -0.113
C (2.25, 3.11, -1.18)  -0.974
C (1.30, 1.89, -1.57)  0.149
O (0.85, 2.18, -2.87)  -0.483
C (-0.27, 1.32, -3.22)  -0.668
H (7.06, -0.60, 1.19)  0.382
H (6.50, 0.11, 2.67)  0.297
H (7.34, 0.98, 1.66)  0.505
H (5.48, 2.57, 1.11)  0.616
H (4.62, 1.55, 1.88)  0.471
H (3.59, 0.70, -0.37)  0.171
H (4.58, 1.81, -1.02)  0.310
H (2.25, 2.43, 0.82)  0.254
H (2.99, 3.13, -1.95)  0.427
H (1.71, 3.99, -1.20)  0.368
H (0.59, 1.99, -0.78)  -0.109
H (1.72, 0.96, -1.30)  0.397
H (-0.71, 1.65, -4.10)  0.364
H (-0.98, 1.46, -2.39)  0.269
H (0.03, 0.35, -3.07)  0.253
C (4.23, -2.98, 1.33)  -0.629
O (3.23, -3.06, 2.08)  -0.480
C (1.99, -2.40, 1.78)  0.770
C (0.97, -2.61, 2.92)  -1.092
N (-0.30, -2.01, 2.48)  0.499
C (-1.35, -1.71, 3.46)  -0.718
C (-2.64, -1.50, 2.68)  -0.102
O (-3.75, -1.46, 3.55)  -0.360
C (-4.97, -1.24, 2.95)  -0.619
H (4.81, -3.76, 1.68)  0.396
H (4.78, -1.91, 1.30)  0.003
H (3.93, -2.96, 0.34)  0.379
H (1.60, -3.01, 1.02)  0.125
H (2.33, -1.32, 1.60)  -0.411
H (1.22, -1.96, 3.76)  0.400
H (1.03, -3.64, 3.35)  0.265
H (-0.59, -2.49, 1.57)  0.125
H (-1.09, -0.82, 4.09)  0.215
H (-1.62, -2.63, 3.95)  0.414
H (-2.72, -2.24, 1.82)  0.239
H (-2.61, -0.52, 2.03)  0.118
H (-5.18, -2.03, 1.97)  0.213
H (-4.99, -0.32, 2.40)  0.314
H (-5.93, -1.24, 3.75)  0.203

Properties
Kohn-Sham gap in eV: 7.870
DFT total energy in eV: -55381.98932
Multiplicity: 1
LUMO energy in eV: 2.26
Total charge: -1

=====

Entry 2:
C25H62BBrFNO15PS | ωB97M-V/def2-TZVPD

Last column: Mulliken charge in e.
Element x y z (Å)
C (0.49, -0.56, 5.71)  -1.020
C (0.97, -0.81, 4.19)  -0.323
C (-0.16, -1.59, 3.32)  -0.601
C (0.44, -2.52, 2.15)  -0.568
C (-0.10, -2.13, 0.66)  1.016
C (-1.70, -2.36, 0.51)  0.828
C (-2.31, -3.62, 1.29)  -0.597
C (-3.24, -3.22, 2.57)  -0.433
C (-4.57, -2.43, 2.15)  -0.944
C (0.73, -2.93, -0.51)  -0.681
C (2.27, -3.32, -0.24)  -0.138
C (3.11, -3.72, -1.55)  -0.066
O (3.38, -4.94, -1.74)  -0.493
Br (3.84, -2.46, -2.89)  -0.161
B (0.15, -4.37, -1.05)  0.815
O (-0.22, -4.65, -2.42)  -0.607
O (0.02, -5.51, -0.15)  -0.699
C (0.37, -1.97, -1.79)  -1.447
C (0.19, -0.41, -1.26)  1.146
C (1.41, 0.27, -2.04)  -1.084
C (1.56, 1.87, -1.89)  -0.477
C (3.01, 2.34, -1.32)  -0.401
P (3.42, 4.00, -2.12)  0.800
O (4.82, 4.44, -1.64)  -0.751
O (3.31, 3.79, -3.82)  -0.412
C (4.66, 3.32, -4.21)  -0.155
C (4.69, 2.82, -5.75)  -1.013
O (2.28, 5.18, -1.58)  -0.410
C (2.84, 5.89, -0.41)  -0.072
C (1.76, 6.81, 0.34)  -1.002
C (-1.20, 0.03, -1.91)  -0.905
O (-1.52, 1.43, -1.83)  -0.321
C (-2.69, 1.72, -1.05)  -0.196
O (-3.71, 2.20, -1.96)  -0.418
C (-4.97, 2.41, -1.28)  -0.369
C (-4.97, 3.59, -0.20)  -0.220
O (-4.29, 4.78, -0.72)  -0.532
N (0.28, -0.69, 0.24)  1.117
F (-0.58, 0.31, 0.71)  -0.257
S (1.77, -0.02, 0.96)  -0.196
H (0.80, -1.49, 6.34)  0.196
H (-0.64, -0.33, 5.79)  0.263
H (1.02, 0.37, 6.12)  0.366
H (1.05, 0.24, 3.72)  0.158
H (2.02, -1.27, 4.10)  0.261
H (-0.95, -0.85, 2.92)  0.335
H (-0.70, -2.27, 4.08)  0.229
H (1.58, -2.50, 2.24)  0.603
H (0.16, -3.61, 2.43)  0.277
H (-2.31, -1.45, 0.90)  -0.132
H (-2.03, -2.46, -0.60)  -0.518
H (-1.57, -4.45, 1.55)  0.298
H (-3.07, -4.11, 0.57)  0.205
H (-3.54, -4.21, 3.09)  0.432
H (-2.69, -2.60, 3.35)  0.024
H (-4.27, -1.32, 2.02)  0.286
H (-4.96, -2.90, 1.19)  0.131
H (-5.34, -2.44, 3.01)  0.362
H (2.24, -4.29, 0.40)  0.403
H (2.88, -2.58, 0.38)  0.436
H (-1.18, -4.46, -2.53)  0.315
H (0.29, -5.22, 0.77)  0.350
H (1.01, -2.05, -2.73)  0.540
H (-0.69, -2.15, -2.23)  0.211
H (2.44, -0.19, -1.85)  0.051
H (1.21, 0.09, -3.16)  0.543
H (0.78, 2.31, -1.16)  0.118
H (1.34, 2.38, -2.90)  0.549
H (3.80, 1.53, -1.48)  0.418
H (2.85, 2.56, -0.20)  0.223
H (5.34, 4.25, -4.17)  0.295
H (4.98, 2.51, -3.46)  0.220
H (4.83, 3.78, -6.38)  0.279
H (3.71, 2.30, -6.08)  0.280
H (5.58, 2.11, -5.84)  0.313
H (3.69, 6.58, -0.75)  0.263
H (3.22, 5.09, 0.32)  0.238
H (0.73, 6.79, -0.16)  0.249
H (1.63, 6.52, 1.45)  0.275
H (2.13, 7.90, 0.34)  0.280
H (-2.11, -0.57, -1.57)  0.213
H (-1.10, -0.20, -3.05)  0.426
H (-2.41, 2.64, -0.39)  0.261
H (-3.03, 0.91, -0.33)  0.229
H (-5.37, 1.41, -0.89)  0.269
H (-5.72, 2.74, -2.11)  0.297
H (-4.30, 3.23, 0.69)  0.221
H (-6.00, 3.84, 0.24)  0.192
H (-3.88, 5.29, 0.02)  0.332
H (2.87, -0.44, 0.23)  0.163
O (-7.79, 6.00, -0.43)  -0.632
H (-8.02, 5.36, 0.26)  0.319
H (-6.84, 5.86, -0.57)  0.353
O (6.74, 2.75, 0.39)  -0.642
H (6.31, 1.89, 0.33)  0.273
H (6.21, 3.31, -0.19)  0.383
O (-6.29, -4.63, 3.52)  -0.605
H (-7.09, -4.99, 3.10)  0.302
H (-6.62, -4.23, 4.34)  0.313
O (7.58, -3.46, -2.37)  -0.624
H (7.84, -2.56, -2.16)  0.314
H (6.61, -3.42, -2.42)  0.292
O (-3.61, -3.04, -1.40)  -0.528
H (-4.04, -3.90, -1.48)  0.268
H (-4.13, -2.47, -1.99)  0.239
O (0.44, -3.75, 6.28)  -0.587
H (0.92, -4.54, 6.00)  0.282
H (0.01, -4.02, 7.11)  0.296

Properties
Kohn-Sham gap in eV: 8.660
DFT total energy in eV: -152679.63817
Multiplicity: 1
LUMO energy in eV: -3.71
Total charge: +1

=====

Entry 3:
C25H62GaI2O7 | ωB97M-V/def2-TZVPD

Last column: Mulliken charge in e.
Element x y z (Å)
C (-0.91, 2.04, -3.61)  -0.093
O (-2.14, 1.63, -4.31)  -0.297
C (-1.68, 0.81, -5.47)  -0.331
C (-2.83, -0.19, -6.06)  -0.625
C (-2.93, -1.66, -5.33)  -0.558
Ga (-3.17, -1.60, -3.28)  0.070
C (-2.02, -3.03, -2.27)  -0.194
I (-3.06, -4.35, -0.83)  -0.113
C (-0.53, -3.18, -2.50)  -0.081
C (0.33, -2.22, -3.52)  -0.479
I (0.64, -4.75, -1.44)  -0.110
H (-0.29, 1.10, -3.23)  -0.062
H (-0.27, 2.65, -4.41)  0.269
H (-1.16, 2.69, -2.66)  0.042
H (-0.64, 0.29, -5.27)  0.230
H (-1.46, 1.61, -6.33)  0.291
H (-3.90, 0.34, -6.10)  0.222
H (-2.53, -0.41, -7.20)  0.284
H (-2.00, -2.30, -5.70)  0.240
H (-3.89, -2.20, -5.79)  0.344
H (-2.85, -0.20, -2.59)  -0.186
H (-4.74, -1.91, -2.98)  -0.312
H (0.46, -1.18, -2.97)  0.065
H (1.40, -2.69, -3.71)  0.339
H (-0.16, -2.04, -4.57)  0.073
C (1.18, 6.23, -0.10)  -0.826
C (0.35, 5.57, -1.19)  0.414
C (-1.13, 5.63, -0.86)  -1.260
O (0.75, 4.21, -1.32)  -0.497
H (1.05, 5.73, 0.86)  0.120
H (2.25, 6.17, -0.34)  0.092
H (0.91, 7.29, 0.02)  0.379
H (0.54, 6.06, -2.15)  0.281
H (-1.35, 5.10, 0.08)  0.250
H (-1.72, 5.14, -1.64)  0.310
H (-1.48, 6.67, -0.77)  0.420
H (0.58, 3.76, -0.47)  0.276
C (-7.41, -0.45, 1.46)  -1.253
C (-6.12, 0.24, 1.03)  0.363
C (-5.74, -0.15, -0.39)  -1.051
O (-5.07, -0.13, 1.92)  -0.558
H (-7.30, -1.54, 1.45)  0.303
H (-7.67, -0.17, 2.49)  0.329
H (-8.24, -0.18, 0.81)  0.348
H (-6.24, 1.32, 1.09)  0.286
H (-5.57, -1.23, -0.47)  0.251
H (-4.81, 0.34, -0.69)  0.275
H (-6.52, 0.13, -1.10)  0.319
H (-4.96, -1.09, 1.87)  0.352
C (2.45, 1.97, 2.29)  -1.250
C (1.22, 2.73, 2.75)  0.572
C (0.78, 2.28, 4.14)  -1.354
O (0.15, 2.50, 1.83)  -0.476
H (2.26, 0.90, 2.23)  0.312
H (2.75, 2.30, 1.28)  0.311
H (3.29, 2.14, 2.97)  0.372
H (1.42, 3.80, 2.76)  0.184
H (0.53, 1.21, 4.15)  0.329
H (-0.12, 2.82, 4.45)  0.332
H (1.57, 2.46, 4.87)  0.372
H (-0.04, 1.55, 1.82)  0.318
C (6.40, 8.47, -0.40)  -1.361
C (5.26, 7.47, -0.54)  0.439
C (5.37, 6.68, -1.83)  -1.171
O (4.02, 8.17, -0.51)  -0.499
H (6.38, 9.20, -1.23)  0.344
H (6.30, 9.05, 0.52)  0.317
H (7.37, 7.97, -0.40)  0.375
H (5.27, 6.79, 0.32)  0.295
H (5.32, 7.33, -2.70)  0.320
H (4.54, 5.97, -1.91)  0.279
H (6.31, 6.12, -1.86)  0.361
H (4.00, 8.78, -1.27)  0.332
C (4.14, -3.97, 2.11)  -1.167
C (3.33, -4.69, 3.17)  0.328
C (2.84, -6.04, 2.68)  -0.900
O (2.21, -3.88, 3.54)  -0.548
H (3.54, -3.78, 1.22)  0.243
H (4.48, -3.00, 2.48)  0.318
H (5.02, -4.56, 1.82)  0.352
H (3.94, -4.83, 4.07)  0.290
H (2.19, -5.92, 1.80)  0.132
H (2.24, -6.54, 3.45)  0.239
H (3.67, -6.69, 2.40)  0.360
H (1.67, -3.75, 2.75)  0.349
C (-1.03, -9.98, 3.54)  -1.252
C (-0.23, -8.82, 4.13)  0.345
C (-1.05, -7.54, 4.14)  -1.179
O (0.95, -8.63, 3.37)  -0.514
H (-1.31, -9.77, 2.50)  0.330
H (-0.43, -10.89, 3.53)  0.312
H (-1.94, -10.16, 4.12)  0.371
H (0.07, -9.07, 5.16)  0.246
H (-1.32, -7.25, 3.12)  0.311
H (-0.46, -6.71, 4.55)  0.301
H (-1.96, -7.65, 4.73)  0.386
H (0.69, -8.41, 2.46)  0.346

Properties
Kohn-Sham gap in eV: 7.174
DFT total energy in eV: -109836.21470
Multiplicity: 1
LUMO energy in eV: 2.09
Total charge: -1